1.
23
Properties=species:S:1:pos:R:3:mulliken_charge:R:1 method="wB97M-V/def2-TZVPD" s_squared=0.755 de_lowest_ev=3.799 total_charge=+1 spin_multiplicity=2 lumo_ev="-3.0 / -8.9" homo_lumo_gap_ev="11.3935 / 5.2542"
C -0.52 2.89 0.04 -1.074
C -0.47 1.37 0.60 -0.376
N -0.05 0.36 -0.37 -0.066
C 1.60 -0.40 1.37 -1.097
C 0.47 -0.89 0.40 -0.110
C 1.00 -1.94 -0.61 -0.390
O -0.01 -2.56 -1.40 -0.457
H 0.12 3.09 -0.85 0.355
H -1.49 3.16 -0.20 0.322
H -0.13 3.56 0.85 0.329
H 0.03 1.54 1.57 0.203
H -1.40 0.99 1.01 0.449
H 0.73 0.85 -0.92 0.452
H 1.54 0.53 1.91 0.361
H 1.93 -1.25 2.00 0.380
H 2.50 -0.44 0.68 0.379
H -0.44 -1.28 0.91 0.404
H 1.33 -2.85 -0.12 0.369
H 1.67 -1.44 -1.48 0.232
H -0.88 -2.01 -1.39 0.231
H -2.96 -1.20 -1.96 0.369
H -1.90 -0.76 -1.03 0.357
O -2.67 -1.32 -1.00 -0.622


2.
24
Properties=species:S:1:pos:R:3:mulliken_charge:R:1 method="wB97M-V/def2-TZVPD" de_lowest_ev=0.424 smiles=CCN[C@H](CO)CS.O lumo_ev=0.7 homo_lumo_gap_ev=9.4856
C 2.18 1.89 -0.05 -1.307
C 1.19 1.00 -0.78 -0.494
N 0.04 0.69 0.09 -0.198
C -0.61 -0.60 -0.06 0.149
C 0.16 -1.62 0.79 -0.692
O -0.55 -2.82 1.03 -0.543
C -0.75 -1.12 -1.49 -1.018
S -2.42 -1.49 -2.11 -0.166
H 2.43 1.52 0.92 0.313
H 3.08 2.04 -0.65 0.397
H 1.75 2.88 0.08 0.298
H 0.85 1.50 -1.69 0.316
H 1.68 0.09 -1.11 0.400
H -0.61 1.45 -0.04 0.286
H -1.56 -0.54 0.44 0.417
H 0.42 -1.18 1.74 0.394
H 1.15 -1.85 0.37 0.261
H -0.99 -3.10 0.22 0.315
H -0.37 -0.42 -2.24 0.327
H -0.12 -1.99 -1.67 0.457
H -2.58 -2.70 -1.55 0.103
O -1.82 2.15 2.44 -0.641
H -1.13 2.82 2.48 0.311
H -1.41 1.37 2.84 0.314


What did we get for molar mass? Answer: 121.18 153.25 g/mol, in the order shown.